# 1
Below is a cluster of 4 separate species, C55H46O11 in total, with properties calculated with the ωB97M-V functional and the def2-TZVPD basis.

XYZ file:
```
112
C55H46O11 the ωB97M-V functional and the def2-TZVPD basis
C -6.93 -1.74 3.92
C -6.24 -0.39 3.69
C -5.03 -0.34 2.73
C -4.37 1.05 2.90
C -5.38 -0.58 1.24
C -4.21 -0.24 0.30
C -4.57 -0.08 -1.19
C -4.37 -1.34 -2.04
C -2.90 -1.78 -2.10
O -2.68 -2.88 -1.19
C -2.03 -3.98 -1.66
C -2.54 -4.61 -2.93
O -1.14 -4.45 -1.00
C -5.87 -2.00 0.92
O -6.99 -1.77 0.04
C -7.52 -0.59 0.46
O -8.68 -0.32 0.43
O -6.53 0.22 0.89
H -7.48 -1.75 4.86
H -7.66 -1.95 3.13
H -6.22 -2.57 3.90
H -6.96 0.36 3.38
H -5.85 -0.06 4.66
H -4.28 -1.09 3.00
H -4.88 1.79 2.28
H -3.31 1.03 2.67
H -4.49 1.38 3.93
H -3.73 0.69 0.62
H -3.46 -1.02 0.41
H -3.89 0.68 -1.60
H -5.57 0.31 -1.34
H -4.94 -2.19 -1.67
H -4.74 -1.14 -3.05
H -2.25 -0.96 -1.80
H -2.64 -2.05 -3.12
H -2.19 -5.64 -2.94
H -2.13 -4.08 -3.80
H -3.63 -4.57 -2.97
H -6.24 -2.57 1.77
H -5.10 -2.62 0.46
O -0.51 3.56 0.39
C -0.23 3.90 -0.74
C -0.20 5.34 -1.13
C -0.48 6.30 -0.17
C -0.43 7.64 -0.50
C -0.10 8.03 -1.79
C 0.17 7.08 -2.76
C 0.12 5.73 -2.43
C 0.39 4.72 -3.49
O 0.62 5.05 -4.63
C 0.39 3.28 -3.10
C 0.68 2.32 -4.06
C 0.71 0.98 -3.71
C 0.46 0.59 -2.40
C 0.16 1.55 -1.44
C 0.11 2.89 -1.79
H -0.73 5.99 0.84
H -0.65 8.39 0.25
H -0.05 9.08 -2.04
H 0.42 7.37 -3.77
H 0.89 2.63 -5.08
H 0.94 0.23 -4.46
H 0.49 -0.45 -2.12
H -0.05 1.25 -0.42
O 0.67 -1.00 3.20
C 0.74 -2.06 3.77
C 1.68 -2.26 4.91
C 2.47 -1.20 5.33
C 3.33 -1.35 6.40
C 3.41 -2.58 7.06
C 2.64 -3.65 6.64
C 1.78 -3.50 5.56
C 0.97 -4.67 5.11
O 1.09 -5.75 5.64
C 0.01 -4.46 3.98
C -0.78 -5.53 3.56
C -1.69 -5.35 2.54
C -1.82 -4.10 1.93
C -1.03 -3.05 2.34
C -0.11 -3.22 3.36
H 2.39 -0.25 4.82
H 3.93 -0.52 6.73
H 4.08 -2.70 7.91
H 2.70 -4.60 7.14
H -0.67 -6.49 4.05
H -2.30 -6.18 2.21
H -2.53 -3.96 1.13
H -1.12 -2.08 1.86
O 5.02 -0.25 -4.18
C 5.89 0.44 -3.69
C 7.33 0.08 -3.83
C 7.68 -1.06 -4.55
C 9.01 -1.39 -4.72
C 10.01 -0.59 -4.17
C 9.67 0.54 -3.44
C 8.33 0.88 -3.27
C 7.99 2.09 -2.47
O 8.86 2.75 -1.94
C 6.55 2.46 -2.35
C 6.21 3.60 -1.64
C 4.88 3.98 -1.53
C 3.89 3.21 -2.14
C 4.23 2.07 -2.84
C 5.56 1.68 -2.94
H 6.90 -1.67 -4.98
H 9.28 -2.27 -5.28
H 11.05 -0.85 -4.31
H 10.43 1.17 -3.01
H 6.98 4.19 -1.17
H 4.61 4.87 -0.98
H 2.85 3.50 -2.06
H 3.46 1.46 -3.31
```

Output
Energy relative to the best compared isomer or geometry (same formula, charge and spin) (kcal/mol): 0.0
E_LUMO (eV): -1.2
Total charge: 0
Structure (SMILES): CC[C@H](C)[C@@]1(CCCCOC(C)=O)COC(=O)O1.O=C1c2ccccc2C(=O)c2ccccc21.O=C1c2ccccc2C(=O)c2ccccc21.O=C1c2ccccc2C(=O)c2ccccc21
Orbital gap (eV): 8.4

# 2
Below is a structure of composition C55H50N7O2P2PbSSi2, with properties calculated with the ωB97M-V functional and the def2-TZVPD basis.

XYZ file:
```
120
C55H50N7O2P2PbSSi2 the ωB97M-V functional and the def2-TZVPD basis
Pb 1.29 1.27 0.03
O -2.77 1.79 0.43
S -2.28 0.51 -0.15
C -2.77 -0.72 1.11
C -3.99 -1.37 1.08
C -4.49 -2.02 2.20
C -3.78 -1.96 3.38
C -2.54 -1.36 3.41
C -1.97 -0.79 2.27
P -0.17 -0.32 2.21
C 0.26 0.17 3.95
C 0.22 -0.63 5.09
C 0.59 -0.11 6.32
C 1.05 1.20 6.44
C 1.13 1.99 5.30
C 0.73 1.47 4.08
C 0.55 -2.03 2.11
C 0.11 -3.13 2.84
C 0.79 -4.34 2.77
C 1.89 -4.48 1.95
C 2.30 -3.41 1.17
C 1.65 -2.19 1.26
C -3.50 0.10 -1.43
C -4.74 0.74 -1.35
C -5.71 0.48 -2.30
C -5.44 -0.43 -3.32
C -4.21 -1.03 -3.41
C -3.19 -0.76 -2.49
P -1.53 -1.65 -2.45
C -2.29 -3.33 -2.36
C -2.64 -4.15 -3.38
C -3.12 -5.48 -3.13
C -3.31 -6.00 -1.91
C -2.94 -5.24 -0.70
C -2.42 -3.86 -1.04
C -1.11 -1.58 -4.25
C -0.14 -2.46 -4.74
C 0.30 -2.37 -6.05
C -0.21 -1.40 -6.90
C -1.16 -0.52 -6.42
C -1.61 -0.60 -5.11
H -4.57 -1.39 0.17
H -5.43 -2.56 2.14
H -4.20 -2.38 4.29
H -2.02 -1.30 4.35
H -0.07 -1.67 5.04
H 0.54 -0.74 7.20
H 1.35 1.59 7.40
H 1.52 3.00 5.35
H 0.82 2.09 3.20
H -0.79 -3.08 3.43
H 0.44 -5.18 3.37
H 2.41 -5.43 1.89
H 3.14 -3.52 0.49
H 1.97 -1.37 0.64
H -4.90 1.44 -0.54
H -6.67 0.97 -2.24
H -6.21 -0.66 -4.04
H -4.01 -1.73 -4.21
H -2.58 -3.81 -4.41
H -3.39 -6.08 -4.00
H -3.76 -6.98 -1.78
H -3.57 -5.33 0.19
H -0.92 -3.01 0.03
H 0.28 -3.21 -4.07
H 1.06 -3.06 -6.41
H 0.12 -1.35 -7.93
H -1.56 0.26 -7.07
H -2.35 0.11 -4.76
C 1.48 5.15 0.00
Si 1.09 3.68 1.16
C -0.50 4.22 2.06
C 2.54 3.87 2.42
C 2.62 5.04 3.19
C 3.70 5.30 4.01
C 4.73 4.37 4.10
C 4.65 3.19 3.38
C 3.57 2.92 2.52
Si 3.55 1.28 1.52
C 3.78 -0.05 2.87
C 5.27 1.28 0.69
H 1.82 6.02 0.57
H 0.60 5.44 -0.58
H 2.28 4.88 -0.70
H -0.31 4.95 2.85
H -1.03 3.38 2.50
H -1.19 4.67 1.34
H 1.81 5.77 3.13
H 3.74 6.22 4.59
H 5.58 4.56 4.74
H 5.45 2.47 3.47
H 4.61 0.20 3.54
H 3.99 -1.03 2.42
H 2.88 -0.17 3.49
H 6.07 1.24 1.44
H 5.42 2.19 0.10
H 5.41 0.42 0.02
N 2.82 3.36 -3.87
C 3.98 2.69 -3.61
C 3.80 2.08 -2.41
N 2.54 2.35 -1.94
C 1.96 3.12 -2.84
C 0.67 3.79 -2.76
N -0.40 3.41 -2.11
C -1.32 4.41 -2.28
C -0.81 5.41 -3.05
N 0.47 5.00 -3.36
H 2.56 3.77 -4.75
H 4.82 2.71 -4.28
H 4.47 1.46 -1.85
H -2.29 4.34 -1.82
H -1.21 6.34 -3.41
H 1.15 5.55 -3.86
O 0.52 -3.43 -1.74
N 0.65 -4.70 -1.73
C -0.27 -5.40 -1.10
C -0.05 -6.82 -1.07
N 0.07 -7.96 -1.01
C -1.49 -4.95 -0.42
N -1.72 -3.62 0.20
```

Output
Energy relative to the best compared isomer or geometry (same formula, charge and spin) (kcal/mol): 26.5
E_LUMO (eV): 1.6
Total charge: -1
Orbital gap (eV): 5.6

# 3
Below is a structure of composition C55H51BClF2N2O8P3Sr, with properties calculated with the ωB97M-V functional and the def2-TZVPD basis.

XYZ file:
```
124
C55H51BClF2N2O8P3Sr the ωB97M-V functional and the def2-TZVPD basis
Sr -1.44 -1.71 -0.18
C -1.54 -2.01 3.81
P -0.81 -3.38 2.91
C -1.34 -4.85 3.82
C -2.59 -5.55 3.80
C -2.93 -6.34 4.90
C -2.07 -6.52 6.01
C -0.87 -5.87 5.96
C -0.49 -5.09 4.91
C 0.97 -3.10 2.85
C 1.65 -3.46 1.66
C 3.01 -3.34 1.62
C 3.64 -2.67 2.64
C 2.97 -1.95 3.65
C 1.61 -2.29 3.80
C -1.38 -0.67 3.29
C -1.24 0.45 4.12
C -1.24 1.55 3.27
C -1.29 1.02 1.99
C -0.96 1.80 0.80
P -0.73 3.62 1.06
C -0.04 3.82 -0.75
C 1.09 3.16 -1.01
C 1.96 3.12 -2.31
C 0.69 4.06 -3.80
C -0.73 4.30 -3.09
C -0.95 4.42 -1.82
C 0.95 3.80 1.77
C 1.55 5.07 2.00
C 2.90 5.23 2.34
C 3.72 4.07 2.67
C 3.09 2.87 2.56
C 1.77 2.69 2.09
N -1.22 -0.33 1.94
H -1.21 -2.20 4.86
H -2.60 -2.29 3.89
H -3.30 -5.37 2.99
H -3.90 -6.85 4.92
H -2.39 -7.00 6.91
H -0.28 -5.91 6.90
H 0.49 -4.59 4.96
H 1.19 -4.11 0.96
H 3.58 -3.81 0.80
H 4.70 -2.48 2.55
H 3.55 -1.24 4.32
H 1.08 -1.77 4.61
H -1.10 0.50 5.24
H -1.25 2.56 3.57
H -1.67 1.90 -0.04
H 0.00 1.49 0.39
H 1.67 2.73 -0.18
H 2.92 2.62 -2.05
H 0.57 4.51 -4.78
H -1.54 4.42 -3.79
H -1.94 4.82 -1.57
H 1.04 6.02 1.80
H 3.28 6.22 2.27
H 4.76 4.07 3.02
H 3.60 1.91 2.95
H 1.48 1.63 1.95
O -4.02 0.11 -2.74
C -2.80 0.03 -2.88
O -1.98 -0.32 -2.02
C -2.30 0.37 -4.23
C -3.22 -0.15 -5.20
C -2.83 -0.20 -6.54
C -1.64 0.36 -6.91
C -0.85 0.98 -5.94
C -1.12 0.91 -4.62
P 0.02 1.36 -3.14
C 1.28 2.65 -3.68
C 2.42 2.31 -4.53
C 3.58 2.95 -4.75
C 4.02 4.31 -4.24
C 3.20 5.04 -3.44
C 1.86 4.65 -2.94
C 1.08 -0.12 -3.06
C 1.75 -0.24 -1.83
C 2.66 -1.30 -1.64
C 2.90 -2.33 -2.58
C 2.19 -2.22 -3.79
C 1.29 -1.17 -4.04
H -4.24 -0.51 -4.94
H -3.55 -0.58 -7.34
H -1.38 0.46 -8.00
H 0.01 1.49 -6.29
H 2.35 1.28 -4.88
H 4.27 2.46 -5.42
H 4.97 4.60 -4.49
H 3.48 6.06 -3.34
H 1.50 5.47 -2.32
H 1.59 0.55 -1.10
H 3.25 -1.35 -0.73
H 3.68 -3.11 -2.51
H 2.17 -3.05 -4.50
H 0.79 -1.05 -4.99
O 6.84 -2.43 4.38
H 6.67 -2.67 3.46
H 7.75 -2.62 4.22
O -2.58 -5.32 -2.60
H -1.08 -4.50 -1.27
H -2.80 -4.96 -3.48
O 9.16 -3.87 0.42
Cl 8.02 -2.98 0.75
O 7.00 -3.80 1.40
O 8.44 -2.05 1.76
O -1.29 -3.56 1.50
F -2.50 -3.01 -2.26
B -2.28 -4.31 -1.60
F -3.20 -4.10 -0.53
C -4.69 1.81 -0.53
C -5.70 1.88 0.59
C -6.95 2.44 0.37
C -7.92 2.32 1.35
N -7.70 1.77 2.55
C -6.41 1.36 2.81
C -5.43 1.48 1.86
H -4.36 2.74 -0.80
H -5.15 1.38 -1.43
H -3.80 1.19 -0.35
H -7.21 2.84 -0.63
H -8.95 2.62 1.11
H -6.28 0.80 3.75
H -4.42 1.21 2.04
```

Output
E_LUMO (eV): 3.6
Total charge: -2
Orbital gap (eV): 7.1

# 4
Below is a structure of composition C55H51BrCrN5O6, with properties calculated with the ωB97M-V functional and the def2-TZVPD basis.

XYZ file:
```
119
C55H51BrCrN5O6 the ωB97M-V functional and the def2-TZVPD basis
Cr -19.45 -2.21 1.20
O -12.90 -3.90 -0.10
C -13.56 -3.20 -0.89
O -13.11 -2.52 -1.85
C -15.03 -3.19 -0.56
C -15.43 -3.92 0.54
C -16.77 -3.85 0.90
N -17.68 -3.11 0.31
C -17.21 -2.38 -0.75
C -15.95 -2.42 -1.28
C -18.28 -1.53 -1.32
O -18.11 -0.90 -2.36
O -19.39 -1.54 -0.70
H -14.68 -4.58 1.02
H -17.12 -4.42 1.76
H -15.62 -1.91 -2.19
Br -21.37 3.42 4.27
C -20.66 2.47 2.79
C -19.58 3.02 2.11
C -19.24 2.46 0.89
C -19.98 1.33 0.48
C -20.93 0.76 1.31
N -21.28 1.34 2.44
C -21.82 -0.46 0.90
O -22.91 -0.35 0.32
O -21.42 -1.66 1.24
H -19.12 3.96 2.41
H -18.39 2.94 0.43
H -19.79 1.01 -0.54
C -23.60 -3.18 -1.63
C -22.11 -2.93 -1.84
C -21.71 -1.74 -2.70
C -21.27 -4.10 -2.20
C -21.43 -4.69 -3.50
C -20.78 -5.86 -3.92
C -19.86 -6.41 -2.98
C -19.65 -5.91 -1.68
C -18.64 -6.66 -0.77
C -17.27 -6.71 -1.43
C -19.27 -7.96 -0.24
C -20.34 -4.72 -1.34
N -20.36 -4.28 0.04
C -20.98 -4.96 0.86
C -20.91 -4.57 2.39
N -20.35 -3.52 2.71
C -20.33 -3.28 4.14
C -19.15 -3.69 4.90
C -19.16 -3.68 6.26
C -20.29 -3.29 6.95
C -21.35 -2.90 6.25
C -21.51 -2.93 4.84
C -22.86 -2.46 4.31
C -23.50 -3.05 3.00
C -22.91 -0.91 4.35
C -17.98 -4.32 4.23
C -18.05 -5.83 4.34
C -16.66 -3.75 4.80
C -21.65 -5.64 3.14
C -21.79 -5.95 4.52
C -22.39 -7.20 4.77
C -22.92 -7.99 3.83
C -22.71 -7.72 2.48
C -23.29 -8.52 1.46
C -23.12 -8.02 0.20
C -22.46 -6.83 -0.19
C -21.90 -6.15 0.83
C -22.07 -6.55 2.17
H -24.20 -2.30 -1.60
H -23.80 -3.70 -0.71
H -23.93 -3.80 -2.51
H -21.74 -2.64 -0.83
H -22.29 -1.64 -3.61
H -20.73 -1.94 -3.12
H -21.88 -0.77 -2.21
H -22.08 -4.01 -4.09
H -20.74 -6.20 -4.96
H -19.33 -7.26 -3.37
H -18.46 -5.99 0.11
H -17.21 -7.41 -2.28
H -16.39 -6.85 -0.75
H -17.01 -5.85 -1.99
H -19.63 -8.61 -1.10
H -20.03 -7.68 0.47
H -18.50 -8.47 0.42
H -18.25 -3.76 6.84
H -20.37 -3.15 7.99
H -22.33 -2.58 6.72
H -23.43 -2.80 5.21
H -22.75 -2.88 2.23
H -24.48 -2.43 2.82
H -23.84 -4.03 3.14
H -22.55 -0.37 3.46
H -22.39 -0.55 5.21
H -23.96 -0.61 4.40
H -18.03 -4.05 3.19
H -18.14 -6.11 5.41
H -17.16 -6.24 3.96
H -18.93 -6.15 3.75
H -16.34 -4.33 5.72
H -16.76 -2.70 5.20
H -15.87 -3.76 4.10
H -21.39 -5.38 5.28
H -22.32 -7.42 5.80
H -23.37 -9.01 4.31
H -23.98 -9.37 1.73
H -23.60 -8.53 -0.62
H -22.45 -6.52 -1.20
N -18.82 -1.32 2.37
C -18.57 -0.48 3.37
C -19.50 -0.19 4.40
C -19.20 0.41 5.56
C -17.81 0.66 5.82
C -16.88 0.31 4.91
C -17.17 -0.19 3.60
H -20.55 -0.40 4.27
H -19.93 0.49 6.38
H -17.50 1.17 6.71
H -15.84 0.61 4.98
H -16.40 -0.28 2.85
```

Output
Energy relative to the best compared isomer or geometry (same formula, charge and spin) (kcal/mol): 35.3
E_LUMO (eV): 1.0
Total charge: -1
Orbital gap (eV): 6.2